This record from the OMol25 dataset describes C50H43AgCl2N4O2P2SiTe as an isolated structure at a distorted geometry. The level of theory is ωB97M-V/def2-TZVPD.

```
106
Properties=species:S:1:pos:R:3:forces:R:3
Ag -0.71659 -2.06837 -0.74725 -0.72 -0.34 -0.06
Te 3.03719 -2.08068 2.70910 -0.22 0.70 -0.25
C 3.83460 -0.27415 3.52616 0.13 -0.10 0.05
C 3.27181 0.32847 4.64653 0.02 0.06 0.03
C 3.80398 1.52414 5.11369 0.14 0.05 -0.12
N 4.84485 2.14817 4.55189 -0.09 -0.17 -0.11
C 5.37170 1.56728 3.46695 -0.13 0.04 0.16
C 4.90994 0.37490 2.92534 0.00 0.09 0.04
C 1.72555 -1.07428 1.40492 -0.33 -1.40 0.04
P 1.81155 -1.51828 -0.36162 0.24 0.88 0.35
C 2.02912 0.12379 -1.19557 0.27 -0.08 -0.12
C 1.74608 0.20419 -2.55980 0.06 0.10 -0.02
C 1.92387 1.39501 -3.25431 -0.01 0.00 0.10
C 2.37460 2.53102 -2.58651 -0.05 -0.08 0.06
C 2.65133 2.46336 -1.22456 -0.06 -0.08 0.00
C 2.47744 1.26423 -0.53489 0.02 0.14 0.00
C 3.50646 -2.19032 -0.67737 -0.19 -0.29 -0.08
C 3.61072 -3.58262 -0.72212 -0.11 -0.05 -0.01
C 4.83692 -4.20379 -0.91952 0.01 0.02 0.03
C 5.98460 -3.43825 -1.08208 -0.04 0.07 0.03
C 5.89181 -2.05139 -1.05686 -0.10 0.02 0.02
C 4.66038 -1.43163 -0.85958 0.08 -0.09 0.02
P -0.06478 -1.24795 1.72878 0.50 0.64 0.20
C -0.62866 0.50719 1.94026 -0.08 0.00 0.15
C 0.22876 1.54361 2.31834 -0.13 0.05 -0.03
C -0.25102 2.84405 2.45958 0.00 -0.12 -0.06
C -1.59201 3.12851 2.20972 0.06 -0.07 0.00
C -2.45231 2.10476 1.82787 0.06 -0.07 -0.03
C -1.97130 0.80497 1.69206 0.06 -0.03 0.01
C -0.33980 -1.84036 3.45480 -0.05 -0.16 -0.07
C -0.31100 -3.22942 3.62548 -0.01 0.00 -0.09
C -0.52933 -3.80466 4.86689 0.01 0.05 0.01
C -0.80112 -3.00057 5.96868 0.02 0.04 -0.07
C -0.85919 -1.62350 5.81029 0.02 0.01 -0.08
C -0.63432 -1.04709 4.56179 0.09 -0.03 0.04
H 2.41735 -0.12274 5.14177 0.06 0.03 -0.02
H 3.37468 2.01118 5.98595 0.01 -0.03 -0.03
H 6.20974 2.08857 3.01095 -0.03 -0.03 0.01
H 5.37319 -0.04214 2.03647 -0.01 0.03 0.07
H 1.35802 -0.67618 -3.06685 0.03 0.07 0.01
H 1.68713 1.44779 -4.31139 0.00 -0.02 0.03
H 2.49480 3.46843 -3.11957 0.00 -0.03 0.00
H 3.00110 3.34873 -0.70000 0.00 -0.06 -0.02
H 2.68068 1.20058 0.53249 -0.02 -0.04 -0.09
H 2.70967 -4.17992 -0.60154 0.03 0.01 -0.02
H 4.89621 -5.28662 -0.95138 -0.04 0.06 0.01
H 6.94667 -3.91873 -1.22790 -0.04 0.03 -0.02
H 6.78119 -1.44529 -1.19702 -0.03 -0.02 0.03
H 4.60672 -0.35106 -0.84135 -0.03 0.05 -0.02
H 1.27557 1.31162 2.49275 -0.03 0.00 -0.01
H 0.42608 3.63828 2.75943 -0.02 -0.02 0.00
H -1.95791 4.14591 2.29947 0.00 -0.03 0.01
H -3.49424 2.32221 1.61546 0.05 -0.03 0.01
H -2.62668 0.00087 1.36339 0.04 0.12 0.02
H -0.12788 -3.85808 2.75703 0.01 0.01 0.05
H -0.49626 -4.88218 4.97672 0.00 0.01 -0.03
H -0.97358 -3.44617 6.94108 -0.01 0.00 0.01
H -1.08296 -0.99024 6.66181 0.01 0.01 -0.02
H -0.68081 0.03041 4.45956 -0.01 0.00 -0.02
N 0.01654 9.52934 -0.11196 0.08 0.50 0.13
C -0.17368 8.44430 -0.42914 -0.13 -0.79 -0.23
C -0.41700 7.07820 -0.82848 0.12 0.23 0.14
C 0.21545 6.02443 -0.17277 0.13 -0.04 0.12
C -0.01419 4.71853 -0.55477 0.16 -0.05 0.22
C -0.89976 4.43509 -1.59314 0.00 0.03 0.04
C -1.53042 5.48864 -2.24930 -0.11 0.15 -0.09
C -1.28520 6.79441 -1.87325 -0.14 0.12 -0.20
N -1.14949 3.12105 -1.96724 -0.01 -0.11 -0.05
C -1.75987 2.68418 -3.14432 0.10 0.03 0.22
C -1.76397 1.33435 -3.06737 0.09 -0.31 0.12
N -1.18143 0.90650 -1.88340 -0.16 0.11 -0.20
C -0.82660 1.98041 -1.25406 -0.09 0.09 -0.11
H 0.90241 6.23853 0.63655 -0.02 -0.05 0.00
H 0.49411 3.91031 -0.04262 -0.04 0.12 -0.07
H -2.23267 5.28944 -3.04606 0.02 0.01 0.02
H -1.77180 7.60943 -2.39344 -0.04 -0.03 0.00
H -2.12300 3.35562 -3.90403 0.08 -0.06 0.08
H -2.15093 0.62837 -3.78653 -0.04 0.01 0.08
H -0.36153 2.00422 -0.27492 -0.06 0.04 -0.20
C -4.43912 -2.17952 0.45878 0.02 0.27 0.18
Si -3.23782 -2.36592 -1.02960 0.07 -0.01 -0.28
C -3.86367 -4.05552 -1.69324 0.11 -0.17 -0.03
C -4.09957 -1.23802 -2.33987 0.08 0.13 -0.12
C -4.80956 -0.06943 -2.03165 -0.01 -0.04 -0.04
C -5.39579 0.72399 -3.01646 0.07 -0.08 0.01
C -5.28298 0.37461 -4.35689 0.07 -0.08 0.06
C -4.56732 -0.77228 -4.69802 0.05 0.03 0.16
C -3.98452 -1.55513 -3.70569 -0.10 0.12 0.03
H -5.46165 -2.47236 0.18046 0.11 0.03 0.03
H -4.48124 -1.15272 0.85684 0.00 -0.23 -0.05
H -4.10312 -2.82542 1.27921 -0.05 0.06 -0.06
H -4.93096 -3.99679 -1.95258 0.11 -0.03 0.05
H -3.73270 -4.83331 -0.92937 0.02 0.08 -0.11
H -3.30820 -4.38497 -2.58018 -0.06 0.03 0.14
H -4.90957 0.23105 -0.98926 0.00 -0.03 -0.12
H -5.94076 1.62081 -2.73816 0.01 -0.01 0.01
H -5.74209 0.98577 -5.12621 0.01 0.00 0.00
H -4.45627 -1.04901 -5.74137 -0.01 -0.02 0.00
H -3.41723 -2.43831 -3.99329 -0.06 0.08 0.02
Cl -1.38822 -7.38123 -1.83784 0.11 0.04 -0.02
C -0.00140 -6.35673 -2.31428 -0.05 0.02 0.15
Cl 1.54242 -7.19494 -1.93623 -0.09 0.03 -0.04
C -0.04288 -4.95290 -1.62937 0.25 0.36 0.10
O -0.02184 -4.01753 -2.47014 -0.06 -0.60 0.55
O -0.04842 -4.94444 -0.38535 -0.01 0.18 -0.55
H -0.04280 -6.24070 -3.38442 0.01 -0.07 -0.18
```
Positions in Å, forces in eV/Å.

## Properties
Relative energy (zero: lowest compared OMol25 entry of this formula, charge and spin)   0.0 kcal per mole
Multiplicity   1
Lowest unoccupied orbital energy   3.57 eV
Net charge   -2